Here is a molecular structure, C29H41F5OP2Pb at a distorted geometry from OMol25. Energies are from ωB97M-V/def2-TZVPD.

Cartesian coordinates (Å):
Pb  -1.1372  1.4470  -0.6566
C  3.6168  -0.4238  2.3687
C  2.5605  -0.4684  3.3255
C  2.8717  -2.5970  2.4994
C  3.8284  -1.7439  1.8881
C  2.0877  -1.8118  3.3898
C  4.3988  0.7626  1.9709
H  3.8458  1.6852  2.1810
H  4.6369  0.7394  0.8961
H  5.3540  0.8115  2.5196
C  4.8455  -2.1485  0.8970
H  5.7222  -1.4921  0.9442
H  4.4383  -2.0846  -0.1222
H  5.1681  -3.1849  1.0596
C  2.6967  -4.0392  2.2357
H  3.6537  -4.5737  2.2851
H  2.2917  -4.1992  1.2268
H  2.0017  -4.4897  2.9525
C  1.0180  -2.3085  4.2767
H  1.4363  -2.6982  5.2196
H  0.4624  -3.1269  3.7984
H  0.3109  -1.5087  4.5311
C  2.1175  0.6511  4.1712
H  2.7171  0.6896  5.0952
H  1.0669  0.5339  4.4638
H  2.2329  1.6166  3.6615
C  -1.9473  2.7511  -2.2320
C  -0.9411  3.8676  -1.8993
C  -1.4400  4.8931  -0.8485
C  -2.1991  4.3858  0.3893
C  -2.1716  2.9068  0.7134
C  -3.2253  2.0296  0.3113
C  -4.1228  2.3045  -0.8548
C  -3.4379  3.0154  -2.0351
H  -2.1086  5.5755  -1.3994
H  -3.2390  4.7351  0.3302
H  -0.5908  5.5147  -0.5234
H  -3.6261  4.0943  -1.9899
H  -1.7504  2.3279  -3.2162
H  -0.7143  4.4547  -2.8202
H  -3.9682  2.7067  -2.9475
H  -4.5548  1.3497  -1.2104
H  -3.5961  1.2827  1.0298
H  -5.0054  2.8963  -0.5588
H  -1.7761  4.8943  1.2697
H  -1.5882  2.6582  1.6168
P  0.7726  3.2404  -1.5941
C  1.4483  2.5523  -3.1335
C  1.5911  3.7381  -0.0614
P  -3.5883  -2.6199  -0.2441
C  -2.7005  -1.4934  -1.2760
C  -3.3399  -1.7528  1.4033
C  -5.2578  -1.9360  -0.7507
H  0.9670  1.5738  -3.3660
H  2.5393  2.3760  -3.0682
H  1.2930  3.2269  -3.9991
H  0.9762  3.4193  0.8054
H  1.7448  4.8289  0.0394
H  2.5665  3.2205  0.0522
H  -5.2755  -0.8318  -0.7074
H  -6.0414  -2.3554  -0.1093
H  -5.4148  -2.2612  -1.7902
H  -1.6330  -1.6051  -1.4513
H  -3.2081  -0.8020  -1.9458
H  -2.3778  -2.0535  1.8463
H  -4.1412  -2.0557  2.0875
H  -3.3387  -0.6534  1.2963
F  0.5001  -5.8362  -4.2742
C  0.6814  -4.7006  -3.5941
C  -0.1537  -3.5894  -3.8224
F  -1.1862  -3.7030  -4.6953
C  0.0809  -2.4083  -3.1576
F  -0.5636  -1.2645  -3.5270
C  0.9618  -2.3414  -2.0097
O  0.9127  -1.4207  -1.1533
C  1.8429  -3.4732  -1.9027
F  2.7805  -3.4717  -0.9318
C  1.7267  -4.6049  -2.6584
F  2.5945  -5.6239  -2.5109

As for the charge: +2. The LUMO energy (spin up / spin down) comes out at -0.2855 / -0.2906 hartree. The energy above the lowest of the compared OMol25 structures with the same formula, charge and spin is 3.280 eV.


Here is a molecular structure, C29H41F5OP2Pb at a distorted geometry from OMol25. Energies are from ωB97M-V/def2-TZVPD.

Cartesian coordinates (Å):
Pb  0.6802  -0.6543  -0.7104
C  -0.5901  2.5729  0.8585
C  -1.6713  2.1599  0.0317
C  -1.7555  0.9270  1.9662
C  -0.6438  1.8036  2.0527
C  -2.3969  1.1519  0.7179
C  0.4103  3.6137  0.5580
H  0.5056  3.7812  -0.5228
H  1.4009  3.3474  0.9542
H  0.1274  4.5781  1.0118
C  0.3169  1.8262  3.1750
H  1.0917  2.5790  3.0122
H  0.7962  0.8421  3.2640
H  -0.1807  2.0415  4.1280
C  -2.1225  -0.0726  2.9907
H  -2.3900  0.4043  3.9449
H  -1.2714  -0.7413  3.1899
H  -2.9720  -0.6808  2.6628
C  -3.6132  0.4605  0.2435
H  -4.5202  0.9225  0.6647
H  -3.6171  -0.5954  0.5460
H  -3.6989  0.5095  -0.8483
C  -2.0096  2.7176  -1.3027
H  -2.7560  3.5170  -1.2014
H  -2.4380  1.9540  -1.9606
H  -1.1325  3.1473  -1.7945
C  3.8146  -1.6349  -4.8527
C  3.5167  -0.3390  -5.0654
C  2.8378  0.1899  -6.2951
C  1.7652  -0.7580  -6.8987
C  0.9092  -1.4638  -5.9008
C  1.0849  -2.7455  -5.5023
C  2.3297  -3.5544  -5.6479
C  3.6348  -2.7400  -5.8363
H  3.5973  0.3640  -7.0786
H  2.2423  -1.4695  -7.5919
H  2.3857  1.1709  -6.0925
H  3.7266  -2.3808  -6.8670
H  4.3738  -1.9334  -3.9581
H  3.9745  0.4460  -4.4609
H  4.4664  -3.4446  -5.6887
H  2.4443  -4.2254  -4.7799
H  0.2213  -3.3403  -5.1926
H  2.2333  -4.2217  -6.5218
H  1.1064  -0.1309  -7.5161
H  -0.0192  -0.9276  -5.6867
P  2.7291  -0.2470  -2.1849
C  4.4998  -0.1763  -1.9613
C  1.9361  1.1831  -3.0191
P  0.1933  -2.4524  -2.5280
C  1.9095  -1.7623  -2.9397
C  -1.0737  -1.5869  -3.5222
C  0.1631  -4.2403  -2.6322
H  4.7595  -0.8769  -1.1550
H  4.7472  0.8423  -1.6322
H  5.0565  -0.4224  -2.8681
H  1.8861  1.0422  -4.1082
H  2.5574  2.0665  -2.7899
H  0.9188  1.3820  -2.6334
H  0.6059  -4.6000  -3.5663
H  -0.8857  -4.5552  -2.5505
H  0.7187  -4.6296  -1.7678
H  2.6136  -2.6087  -2.9182
H  1.7449  -1.3615  -3.9382
H  -2.0292  -1.6850  -2.9765
H  -1.1984  -2.0448  -4.5102
H  -0.8576  -0.5110  -3.6313
F  3.1243  -5.2439  4.8007
C  2.6057  -4.2176  4.0992
C  2.6611  -4.2366  2.6960
F  3.2319  -5.2899  2.0722
C  2.1304  -3.1904  1.9789
F  2.1658  -3.2254  0.6131
C  1.5383  -2.0535  2.6037
O  1.0871  -1.0628  1.9257
C  1.4830  -2.0990  4.0315
F  0.9043  -1.0725  4.6981
C  1.9996  -3.1471  4.7621
F  1.9289  -3.1572  6.1125

As for the charge: +2. The LUMO energy (spin up / spin down) comes out at -0.3192 / -0.3192 hartree. The energy above the lowest of the compared OMol25 structures with the same formula, charge and spin is 0.000 eV.


Here is a molecular structure, C29H41GaN3O8P2S2 at a distorted geometry from OMol25. Energies are from ωB97M-V/def2-TZVPD.

Cartesian coordinates (Å):
Ga  1.0340  0.1373  0.0878
C  -1.2182  0.4810  4.5833
C  -1.4097  1.6096  3.6333
C  -2.2860  2.7585  4.1385
O  -2.0221  1.0592  2.3741
P  -1.8778  1.4302  0.8670
O  -0.4518  1.4658  0.3620
C  -2.7075  0.0969  0.0334
P  -1.7150  -1.4557  0.2798
O  -0.3758  -1.1124  0.9498
O  -1.3555  -1.9614  -1.1233
C  -1.8483  -2.9177  -2.0612
C  -1.0295  -2.6182  -3.3477
C  -3.3899  -2.7600  -2.2408
O  -2.7243  -2.3919  1.0340
C  -2.4732  -3.6938  1.6683
C  -1.0748  -3.9244  2.1511
C  -2.9661  -4.7752  0.7817
O  -2.6304  2.7777  0.5462
C  -2.0358  3.9846  -0.1460
C  -3.1825  4.9827  -0.4110
C  -0.9259  4.6451  0.6143
H  -0.6550  0.8230  5.4848
H  -0.6283  -0.3344  4.1434
H  -2.2008  0.1477  5.0018
H  -0.4619  2.0067  3.3542
H  -3.2858  2.4548  4.4719
H  -2.3778  3.5017  3.3520
H  -1.8653  3.2841  5.0260
H  -2.7387  0.3384  -1.0082
H  -3.7108  -0.0873  0.4235
H  -1.5062  -3.9062  -1.7030
H  -1.3041  -1.6342  -3.6916
H  -1.2048  -3.3834  -4.1212
H  0.0076  -2.6333  -3.1031
H  -3.4905  -1.9248  -2.8654
H  -3.8733  -2.5661  -1.2996
H  -3.8083  -3.5693  -2.8042
H  -3.1281  -3.6489  2.5589
H  -0.2964  -3.8784  1.3990
H  -1.0809  -4.9368  2.6295
H  -0.7631  -3.1959  2.8679
H  -2.2115  -5.0783  -0.0291
H  -3.7934  -4.5394  0.1350
H  -3.2694  -5.6305  1.3510
H  -1.6462  3.6319  -1.1131
H  -3.5420  5.4560  0.4855
H  -4.0322  4.5221  -0.9408
H  -2.7122  5.7395  -1.0725
H  -1.3058  5.0471  1.5396
H  -0.5376  5.4768  0.0342
H  -0.1051  3.9790  0.8974
O  2.8638  -2.8643  -2.3450
S  2.2228  -2.4318  -1.1381
O  1.2658  -3.3177  -0.5257
N  1.4193  -1.0000  -1.4493
C  1.7782  -0.2489  -2.5761
C  1.8922  -0.6888  -3.8639
C  2.1822  0.1654  -4.9514
C  2.3934  1.5101  -4.7637
C  2.3817  2.0220  -3.3852
C  2.7126  3.3465  -3.0192
C  2.4632  3.7400  -1.7368
C  1.9329  2.8463  -0.8302
N  1.7861  1.5740  -1.1123
C  2.0159  1.1353  -2.3902
C  3.4232  -1.9382  0.0029
C  4.4143  -1.0819  -0.5208
C  5.3742  -0.5067  0.2882
C  5.3854  -0.8103  1.6520
C  4.3989  -1.6619  2.1269
C  3.4117  -2.2021  1.3298
H  1.7494  -1.7230  -4.0773
H  2.1757  -0.2004  -5.9717
H  2.6096  2.1930  -5.5696
H  3.0829  4.0462  -3.7666
H  2.5891  4.7699  -1.5464
H  1.7505  3.2185  0.1771
H  4.4022  -0.8111  -1.5766
H  6.1226  0.1143  -0.1747
H  6.1875  -0.4923  2.2782
H  4.3469  -1.8888  3.2588
H  2.6926  -2.9507  1.6925
S  2.5963  1.4766  4.0705
C  2.1945  0.9296  2.6575
N  1.9763  0.4523  1.5778

As for the charge: +1. The LUMO energy comes out at -0.1068 hartree. The energy above the lowest of the compared OMol25 structures with the same formula, charge and spin is 1.506 eV.


> energy above the lowest of the compared OMol25 structures with the same formula, charge and spin of number 2 (C29H41F5OP2Pb)?

0.000 eV